[1]
70
Properties=species:S:1:pos:R:3:forces:R:3:nbo_charge:R:1 method="wB97M-V/def2-TZVPD" relative_energy_ev=0.000 total_charge=0 orbital_gap_ev=4.31
Be 0.75611 -8.43298 8.94651 3.0145 4.5292 -0.0682 1.67
S 2.88339 -6.70294 8.30710 0.8586 0.7041 2.0736 2.62
O 4.05539 -7.23272 8.98974 0.2223 0.3256 -0.1324 -1.06
O 1.79192 -6.44304 9.30619 -0.5801 -1.2647 -0.4357 -1.12
O 3.25878 -5.51397 7.54360 -0.5934 -1.0453 0.3142 -1.01
O 2.31220 -7.81634 7.49807 -2.4743 -2.1648 -0.4386 -1.14
C 0.87505 -4.11909 12.03969 -0.8860 1.0698 0.1956 0.77
O 0.64572 -3.08453 12.64926 0.2439 -0.5117 0.1297 -0.65
N 1.54723 -4.16293 10.87271 0.7877 -0.2154 -1.0675 -0.87
N 0.40127 -5.35353 12.41038 -0.0153 -0.4289 0.1300 -0.84
H 1.56760 -5.00365 10.30400 0.2261 0.3857 0.4798 0.41
H 2.10441 -3.38732 10.56416 -0.2181 0.1995 0.2708 0.40
H -0.44756 -5.37946 12.94805 0.0836 0.0997 0.0693 0.40
H 0.52895 -6.07892 11.72481 -0.1832 -0.1649 0.1656 0.37
C 1.85066 -9.12627 4.08673 2.3881 0.5268 -0.0998 0.77
O 1.87286 -9.35219 2.88964 -1.0654 -0.4097 0.4125 -0.64
N 1.29947 -8.03437 4.67049 -1.5353 0.2920 -0.6776 -0.87
N 2.62267 -9.81633 4.98577 -0.4061 -0.9493 -0.1040 -0.87
H 0.68779 -7.54292 4.04024 0.2250 0.5368 0.3152 0.41
H 1.59190 -7.68014 5.56372 -0.1189 0.0307 -0.1267 0.41
H 3.11958 -10.60859 4.61936 0.2918 0.1736 0.1740 0.41
H 2.82365 -9.41255 5.88072 0.1802 -0.1515 -0.0003 0.39
C 2.19815 -2.40944 6.41761 -1.2382 -1.4995 0.4388 0.78
O 1.68585 -1.44672 5.88430 0.5416 0.1057 0.2456 -0.64
N 2.85690 -2.45266 7.61832 0.4339 1.2204 0.5582 -0.87
N 2.01364 -3.70967 5.99519 -0.3845 0.1485 -0.8000 -0.90
H 2.71444 -1.68954 8.25754 0.2392 0.0940 -0.1440 0.40
H 3.18856 -3.32685 7.98292 0.0079 -0.0012 -0.0245 0.39
H 2.32402 -4.49368 6.56540 -0.1876 0.4693 -0.6772 0.41
H 1.43678 -3.84968 5.18324 0.3712 -0.0314 -0.2143 0.40
C -1.06613 -5.53821 8.40621 -0.2415 1.6048 -1.0937 0.80
O -0.95538 -6.57477 9.09045 0.6140 -1.5943 0.3479 -0.77
N -2.28083 -5.02018 8.10484 -0.8904 -0.9859 0.5271 -0.82
N -0.08341 -4.76070 7.92855 1.1854 -0.7954 0.1094 -0.81
H -3.06630 -5.35143 8.63841 -0.0845 -0.1450 -0.3147 0.41
H -2.43097 -4.30539 7.41800 0.1784 0.2290 0.2223 0.41
H 0.86924 -4.93918 8.20212 -0.1719 -0.2238 -0.1013 0.42
H -0.19501 -4.09657 7.18146 -0.2233 0.1809 0.1940 0.42
C 4.65011 -5.18228 3.28351 -0.6853 -0.3463 0.2393 0.78
O 3.55790 -4.99534 2.77274 0.1605 0.2298 0.5794 -0.66
N 5.73836 -5.50633 2.54381 0.3667 -0.0095 -0.9827 -0.84
N 4.95856 -5.17216 4.61700 0.0952 0.1918 0.3870 -0.85
H 6.65024 -5.59970 2.94858 0.0605 0.1113 -0.1678 0.38
H 5.64328 -5.30429 1.56345 0.2252 -0.1661 0.0053 0.41
H 4.29756 -5.11320 5.37134 -0.3040 0.1301 -0.3331 0.41
H 5.89101 -5.46259 4.84688 -0.2446 0.1549 0.0557 0.37
C 7.02544 -5.42844 9.32377 2.4735 -0.2537 0.4434 0.76
O 8.08283 -4.81144 9.41229 -0.6286 0.6468 -0.0604 -0.67
N 7.06450 -6.70869 8.89796 -1.4357 -1.4664 -0.3323 -0.85
N 5.81913 -4.96756 9.71697 -0.5482 0.5133 -0.0488 -0.85
H 6.21032 -7.24162 8.90108 0.0803 -0.0253 -0.0206 0.38
H 7.90527 -7.23097 8.74458 0.3128 0.5363 0.0759 0.41
H 5.79530 -3.96316 9.77508 -0.2717 -0.0538 0.1215 0.40
H 4.98610 -5.50139 9.50013 0.2709 0.3155 0.0874 0.40
C 6.47475 -8.56464 6.12898 0.8816 -0.6455 -2.5697 0.76
O 7.09085 -9.49840 5.61940 -0.1453 -0.0898 0.9754 -0.67
N 6.84840 -7.28373 5.85386 -0.6226 -0.6649 0.6626 -0.85
N 5.30888 -8.70162 6.78518 -0.8429 0.1383 0.9810 -0.86
H 7.71550 -7.19672 5.35794 -0.0234 0.5149 0.1429 0.42
H 6.24174 -6.58468 6.23623 0.8040 0.6099 0.0043 0.39
H 4.94044 -9.61871 6.95535 0.2055 -0.0594 -0.1246 0.40
H 4.79176 -7.91341 7.14875 0.3334 -0.3476 -0.0631 0.40
C 3.39122 -9.71436 11.07965 1.6732 -1.4825 0.1989 0.79
O 2.30308 -9.11199 11.02752 -1.1153 0.5578 -1.3168 -0.75
N 4.49599 -9.47026 10.36833 -1.1118 0.8991 -1.1568 -0.81
N 3.57439 -10.71757 11.97628 -1.3689 -0.3834 1.1774 -0.83
H 5.35983 -9.97660 10.41710 -0.1092 -0.1231 0.3415 0.41
H 4.35116 -8.76455 9.65061 0.5005 0.1019 0.0279 0.44
H 2.75406 -10.88183 12.54052 0.1027 -0.1544 0.0229 0.40
H 4.13048 -11.53782 11.81170 0.3155 0.2771 -0.2063 0.40

=====

[2]
60
Properties=species:S:1:pos:R:3:forces:R:3:nbo_charge:R:1 method="wB97M-V/def2-TZVPD" relative_energy_ev=1.481 total_charge=0 orbital_gap_ev=9.57
N -3.84670 -1.42958 -0.95928 -1.0978 -1.2096 -0.6567 -0.86
C -4.61555 -1.52254 -2.11182 1.1756 0.3621 0.8527 0.78
N -4.53189 -0.28630 -2.71075 -1.4370 -0.5899 -1.9715 -0.88
O -5.21149 -2.48652 -2.55199 0.3945 0.6835 0.3509 -0.63
H -3.53812 -2.26604 -0.49816 0.0994 0.2863 0.2600 0.41
H -3.45844 -0.52240 -0.85222 0.7164 -0.0611 0.9747 0.38
H -4.97005 -0.26110 -3.61977 0.0882 0.4237 0.1789 0.40
H -4.02051 0.50233 -2.38405 0.1245 0.1519 0.1099 0.39
N -1.17358 -2.15642 -3.09201 0.4171 0.2479 0.1539 -0.86
C -0.85260 -2.68338 -4.31060 -0.8217 -0.6230 0.1352 0.77
N -1.46727 -2.00184 -5.33373 0.2110 0.1414 -1.0039 -0.85
O -0.22123 -3.72643 -4.39510 0.0772 0.6686 -0.4986 -0.66
H -1.01706 -2.75009 -2.29855 -0.1110 0.1773 0.1003 0.40
H -1.71311 -1.31404 -3.03417 -0.2406 -0.1521 0.2603 0.38
H -1.92613 -1.11351 -5.20845 0.1832 -0.0041 0.5870 0.40
H -1.11449 -2.04534 -6.27585 0.2882 -0.6300 0.1847 0.39
N -1.62626 4.82583 1.81992 -0.0774 1.1548 0.2854 -0.84
C -1.26255 3.56992 1.48943 -1.2003 -1.1096 0.3989 0.76
N -0.04602 3.45036 0.90363 -0.0741 -0.1961 0.0430 -0.85
O -2.01472 2.62065 1.71981 0.7937 0.4339 -0.3831 -0.67
H -2.49724 4.95985 2.29857 -0.0164 -0.1362 -0.0267 0.41
H -1.05993 5.63440 1.64132 0.0119 -0.0334 -0.0138 0.38
H 0.16201 2.53540 0.54880 0.3922 0.1534 -0.0447 0.41
H 0.53041 4.25465 0.75267 0.2414 -0.1943 -0.2510 0.39
N 4.57844 0.98463 2.69627 -1.2777 -0.5685 0.2561 -0.86
C 4.54728 0.97437 1.33393 1.2320 0.6143 -0.2592 0.77
N 3.44995 0.34718 0.81210 -0.3307 -0.1836 -0.1754 -0.88
O 5.44970 1.47419 0.66658 -0.5272 -0.3899 -0.1053 -0.68
H 5.25564 1.49348 3.22596 0.1521 0.1865 -0.2706 0.40
H 3.71097 0.67354 3.11714 0.3232 0.0268 0.4551 0.40
H 2.68021 0.03793 1.39884 0.3194 0.1173 -0.0345 0.43
H 3.43894 0.13501 -0.16714 0.1662 0.2102 -0.0539 0.39
N 0.88216 1.85691 3.98763 -0.2278 -0.0351 0.3453 -0.81
C 0.94599 0.52706 3.82206 1.6194 -0.8056 -0.4434 0.80
N 0.13960 -0.19846 4.62421 -0.7833 -0.6781 0.2741 -0.84
O 1.75118 0.00236 3.02220 -1.0436 0.5008 0.1460 -0.76
H 1.57246 2.43531 3.54490 -0.1389 0.1485 0.1083 0.41
H 0.23051 2.16486 4.68589 0.0907 0.6712 -0.2171 0.40
H 0.03423 0.04602 5.59299 -0.1528 0.3425 -0.0735 0.39
H 0.10453 -1.19766 4.46421 0.5324 0.0195 -0.1188 0.44
N 1.46647 -2.80363 1.74822 0.1095 0.3516 -0.2472 -0.86
C 2.03907 -2.83525 2.99149 0.1325 -0.9322 0.7038 0.81
N 3.38264 -3.10418 2.90208 -0.4185 0.3767 -0.0770 -0.84
O 1.44238 -2.73966 4.05462 -0.0249 0.0629 -0.4932 -0.68
H 0.48360 -2.89142 1.56539 -0.0311 -0.1968 0.3524 0.41
H 2.09959 -2.90032 0.97942 -0.2568 -0.0620 -0.3788 0.38
H 3.94853 -3.23296 3.71807 -0.1167 0.0764 0.0869 0.41
H 3.73900 -3.34725 2.00123 0.4865 -0.0900 0.0630 0.38
C -0.28122 -0.31588 -0.41710 0.4574 0.8586 1.0895 -0.23
O -0.73214 -0.94611 0.77555 -0.0480 -0.5764 -0.5957 -0.73
H -1.10062 -0.16815 -1.11399 -0.0171 -0.2364 0.0227 0.17
H 0.07783 0.66654 -0.08786 0.0210 0.1655 -0.5378 0.15
H 0.57304 -0.81819 -0.87720 -0.2521 -0.2422 -0.2235 0.17
H 0.07395 -1.11466 1.27769 -0.0627 0.2161 0.3396 0.48
C -0.46292 1.51262 -4.35857 -0.9990 0.3347 -0.8710 -0.25
O -1.51484 0.95016 -5.16779 0.2267 -0.5867 -0.0346 -0.75
H 0.48003 1.61223 -4.90045 -0.0673 -0.0292 -0.0627 0.18
H -0.87843 2.49566 -4.12352 0.7976 0.0403 0.8592 0.17
H -0.31257 0.83617 -3.52056 -0.1074 0.2684 0.1664 0.19
H -1.80267 1.59969 -5.81218 0.0789 0.0787 -0.0209 0.47

=====

[3]
64
Properties=species:S:1:pos:R:3:forces:R:3:nbo_charge:R:1 method="wB97M-V/def2-TZVPD" relative_energy_ev=1.370 total_charge=0 orbital_gap_ev=10.38
N 0.62211 -6.31118 1.65378 -0.7965 -2.4611 1.4247 -0.84
C 0.42511 -5.87158 0.41586 0.7155 1.5985 -2.1643 0.77
N 1.14658 -4.74792 0.01058 0.4490 -0.2031 1.8489 -0.85
O -0.34155 -6.44429 -0.34661 -0.1700 0.1093 -0.4013 -0.69
H 0.79610 -5.73536 2.45243 0.1826 0.2252 0.0366 0.41
H 0.07471 -7.19666 1.77497 0.7934 1.4835 0.3421 0.41
H 1.23144 -4.55049 -0.94018 -0.5739 -0.0043 -1.7371 0.39
H 2.02310 -4.44589 0.43107 -0.5307 -0.4166 0.5528 0.40
N 0.20316 1.43668 1.99280 2.3535 -0.2101 -0.6410 -0.88
C 0.79323 0.20725 1.85327 1.3468 -0.0886 -0.0426 0.79
N 2.17117 0.20010 1.73526 0.1362 -0.5956 -0.0010 -0.88
O 0.12929 -0.81417 1.82736 -0.4322 -0.8611 -0.1814 -0.71
H 0.90837 2.18625 2.05495 -1.4494 -0.0333 0.2217 0.41
H -0.76343 1.43612 2.24953 -0.1971 0.5274 0.3092 0.43
H 2.66388 1.08906 1.75459 0.0810 -0.2787 -0.1272 0.42
H 2.74144 -0.67619 1.60487 -1.4746 1.3951 0.1527 0.43
N -1.04575 -3.66023 -2.51100 0.0102 0.2414 0.5837 -0.86
C -1.31117 -2.66343 -1.55101 0.1375 -2.6402 -0.1740 0.81
N -1.83750 -3.34512 -0.42989 0.2019 2.0347 -0.7237 -0.87
O -1.14379 -1.46152 -1.74108 -0.4177 -1.2080 0.8444 -0.69
H -0.77907 -4.61220 -2.24735 -0.4684 0.5967 0.4348 0.40
H -0.56469 -3.39704 -3.32976 0.3173 0.7872 -0.9129 0.39
H -1.67881 -2.98948 0.49574 0.0570 0.0723 0.0805 0.41
H -2.00525 -4.32555 -0.52158 0.2191 -0.3308 -0.0008 0.41
N 1.80898 -0.83458 -1.57615 -1.2229 0.3207 0.6370 -0.86
C 3.12973 -1.03980 -1.22726 -0.8390 1.2394 -1.4441 0.80
N 4.04683 -0.15392 -1.87550 -0.5419 -2.9300 4.0273 -0.89
O 3.48514 -1.91673 -0.47325 0.4349 0.0535 0.3811 -0.66
H 1.51815 0.06424 -1.92545 0.5784 0.2700 -0.5313 0.39
H 1.00324 -1.08235 -0.96017 1.5081 -0.6295 -0.3593 0.43
H 4.92988 -0.23177 -1.41688 0.6141 0.1320 -0.3897 0.40
H 3.94073 0.36530 -2.66724 -0.6338 1.3337 -2.2881 0.40
N -4.86769 -0.25933 1.53062 1.3701 -1.7466 -1.3468 -0.84
C -3.53186 -0.17004 1.93162 -0.5852 0.7021 -0.4223 0.79
N -2.58832 -0.98923 1.30446 -1.6652 1.2215 0.9046 -0.87
O -3.29157 0.71159 2.78072 0.7338 -1.1534 -0.8892 -0.72
H -5.21727 -1.09778 1.05509 0.4426 0.5783 0.3466 0.39
H -5.49544 0.14050 2.16772 -0.7731 0.6097 0.8814 0.40
H -1.65037 -0.66494 1.44109 0.9374 -0.0720 0.4267 0.43
H -2.71736 -1.34203 0.36851 -0.6827 0.1991 -0.0019 0.40
N -2.52610 2.98362 0.29835 0.2926 0.5363 0.3875 -0.86
C -1.74907 3.75922 1.13164 -1.0028 -1.2331 -1.0235 0.79
N -1.97091 3.45514 2.45450 0.1506 0.8085 -0.8549 -0.86
O -0.95313 4.54442 0.63320 0.8266 0.1746 0.9779 -0.71
H -2.40036 2.89112 -0.69034 0.1404 0.5349 -0.1535 0.42
H -3.26506 2.47666 0.69277 -0.9430 -0.9480 0.4611 0.39
H -2.75216 2.86525 2.72058 0.4792 -0.0663 0.0838 0.43
H -1.33277 3.82235 3.12780 -0.0894 0.2503 0.3410 0.41
N 2.52248 4.73572 -0.03638 -2.7697 1.1545 2.1745 -0.84
C 2.90176 3.40160 0.13983 -0.3771 -0.0656 -1.5174 0.80
N 2.98607 2.72059 -1.06846 0.8877 0.0842 2.3712 -0.86
O 3.21310 2.86028 1.19438 -0.3290 0.7240 -0.1040 -0.69
H 1.98224 4.90505 -0.88649 0.6605 -0.3569 -0.0465 0.38
H 1.82021 5.13106 0.72112 2.3563 -1.3142 -1.4562 0.41
H 3.20856 1.75845 -0.91470 0.1256 -0.5050 -0.3840 0.41
H 2.47944 2.98474 -1.86597 -0.7393 0.3958 -0.8738 0.40
N -0.01412 3.58050 -2.01941 0.8556 0.1558 -1.8043 -0.91
C -0.28244 2.35194 -2.61468 -0.7031 0.6347 2.2013 0.77
N -0.83672 1.48218 -1.72778 0.1331 -0.3957 -0.6773 -0.89
O -0.12908 2.03598 -3.76607 0.5397 0.5580 -1.1493 -0.65
H 0.11531 4.33816 -2.66659 0.0392 0.0761 -0.0325 0.40
H -0.14516 3.83512 -1.05811 -0.5522 -0.1694 0.4287 0.43
H -1.03628 0.60920 -2.21244 -0.0477 -0.2086 1.2032 0.44
H -0.79729 1.66533 -0.73320 -0.1000 -0.6932 -0.2099 0.41

=====

[4]
49
Properties=species:S:1:pos:R:3:forces:R:3:nbo_charge:R:1 method="wB97M-V/def2-TZVPD" relative_energy_ev=1.372 total_charge=0 orbital_gap_ev=9.16
C 2.33788 1.22384 -2.85985 1.0136 -0.5227 -1.1480 -0.25
O 2.48707 1.31823 -1.47896 -0.0385 1.5247 1.1206 -0.56
C 2.22800 2.63793 -0.95433 -0.0080 0.7033 0.5815 -0.06
C 3.00258 2.97847 0.37536 0.6512 -2.7563 1.0052 -0.06
C 2.61154 2.05204 1.55292 -0.8472 -1.0953 -0.5995 -0.63
N 2.85621 4.30455 0.86734 -1.2257 1.3383 -1.1935 -0.83
H 2.89117 0.33176 -3.15338 -0.6158 -0.5281 0.0675 0.20
H 2.90841 1.94942 -3.43962 -0.0580 0.8379 0.3562 0.17
H 1.31870 1.22674 -3.24632 -0.2020 -0.1401 0.3219 0.17
H 2.47073 3.38347 -1.71154 0.5826 0.0488 -0.1942 0.17
H 1.16123 2.82129 -0.82600 -0.3136 -0.4517 0.3886 0.18
H 4.06403 2.80444 0.19890 0.2338 -0.4498 -0.5266 0.16
H 1.53573 2.08649 1.72479 -0.1222 0.4853 0.1463 0.22
H 3.11273 2.20561 2.50860 0.2263 0.6165 -0.1744 0.20
H 2.73987 0.98653 1.36235 0.4170 -0.0549 -0.4704 0.22
H 3.11576 4.90604 0.09861 0.1519 0.7214 0.3592 0.35
H 3.40611 4.50264 1.69103 0.1093 -0.1628 -0.1862 0.37
C -2.32730 -0.43657 -0.22763 -0.0801 -0.1085 0.2414 -0.25
O -3.71646 -0.24439 -0.21331 -1.6876 0.2975 -0.3841 -0.55
C -4.55033 -1.32776 -0.68606 0.7219 0.3971 0.5461 -0.07
C -4.59165 -1.41435 -2.19917 -1.0262 0.7245 -1.3074 -0.07
C -5.10682 -0.06175 -2.82211 0.8123 -0.0822 1.3106 -0.63
N -5.46685 -2.49146 -2.68096 0.7365 -0.7270 0.2820 -0.85
H -1.92288 -0.52250 -1.23617 0.0564 -0.4086 -0.1293 0.16
H -2.09528 -1.28283 0.41899 0.4444 -0.2553 -0.2335 0.17
H -1.85608 0.44600 0.20495 -0.2116 0.0179 0.1220 0.20
H -4.24637 -2.21457 -0.12992 0.3162 -0.5458 -0.5886 0.18
H -5.58312 -1.19744 -0.36286 -0.0211 0.7341 0.2892 0.18
H -3.59784 -1.62726 -2.59303 0.0917 -0.0189 0.0070 0.19
H -5.25409 -0.10105 -3.90140 0.0806 -0.1874 0.0873 0.20
H -4.42679 0.74972 -2.56291 0.2208 0.0587 -0.2570 0.22
H -6.03057 0.23202 -2.32363 -0.3129 -0.2359 -0.1491 0.20
H -5.48460 -2.46757 -3.69052 -0.1378 -0.0917 0.0268 0.36
H -6.41710 -2.50887 -2.33916 0.0354 0.4247 0.1594 0.36
O 3.68243 -2.23537 3.30196 -0.0017 -0.4105 -0.0131 -0.96
H 3.42183 -1.52691 3.89052 -0.2606 0.3531 0.2048 0.48
H 4.19162 -1.80285 2.61648 0.1122 0.0409 -0.3326 0.48
O 0.32450 -3.79883 1.46920 -0.1714 0.0250 0.0481 -0.95
H 0.69542 -3.97940 2.33294 0.2037 -0.1214 0.2969 0.48
H 0.44878 -4.61206 0.97987 0.0171 -0.1175 -0.2612 0.49
O 0.50482 -1.03607 2.01446 -0.1227 0.4109 -0.1651 -0.97
H 1.30323 -1.02673 2.54237 0.2814 0.1410 0.2932 0.48
H 0.31852 -1.96493 1.87752 -0.1359 -0.3329 -0.3110 0.48
O 2.80110 -1.24719 -0.46027 0.3760 -0.6089 0.0587 -0.98
H 2.59062 -0.37893 -0.80385 -0.0528 0.5582 -0.0501 0.48
H 2.06540 -1.46341 0.11264 -0.3249 -0.0710 0.2678 0.48
O 1.97887 -0.14677 4.54287 0.2269 -0.1272 -0.1736 -0.95
H 1.63399 -0.61725 5.30178 -0.2456 -0.1626 0.2086 0.48
H 2.46542 0.58789 4.91673 0.1045 0.3152 0.0515 0.48

=====

The records above yield HOMO values of -9.5 -9.5 -9.9 -8.9 eV, respectively.